# 1
A 6-piece molecular cluster, C35H58N4O9 overall in a non-equilibrium geometry, computed with the ωB97M-V functional and the def2-TZVPD basis.

## Properties
LUMO level in eV: -0.716
Max |F| in eV/Å: 2.112
SMILES: C=CN1C(=O)c2cc(CN)c(NCCCC)c(ON=O)c2C1=O.C1CCOC1.C1CCOC1.C1CCOC1.C1CCOC1.C1CCOC1

```
! RIJCOSX wB97M-V def2-TZVPD def2/J DEFGRID3
* xyz 0 1
C -0.505 3.308 3.232
C -1.482 3.245 2.310
N -2.702 2.539 2.482
C -3.198 1.934 1.252
O -4.179 2.254 0.658
C -2.154 0.780 1.033
C -1.646 0.118 -0.082
C -0.682 -0.844 0.159
C -0.068 -1.606 -0.991
N -0.485 -1.075 -2.304
C -0.238 -1.148 1.429
N 0.799 -2.138 1.608
C 2.033 -1.469 2.125
C 3.274 -1.731 1.218
C 3.785 -0.375 0.684
C 4.836 -0.499 -0.444
C -0.773 -0.515 2.537
O -0.356 -0.817 3.819
N -1.207 -1.837 4.400
O -0.539 -2.664 4.862
C -1.718 0.442 2.327
C -2.476 1.343 3.307
O -2.868 1.167 4.424
H -0.004 4.229 3.512
H -0.145 2.389 3.704
H -1.340 3.780 1.368
H -1.999 0.358 -1.088
H 1.024 -1.540 -0.916
H -0.303 -2.681 -0.946
H -1.488 -1.240 -2.381
H -0.075 -1.677 -3.011
H 0.456 -2.737 2.352
H 2.223 -1.844 3.138
H 1.913 -0.386 2.229
H 4.068 -2.166 1.833
H 2.944 -2.401 0.420
H 2.920 0.203 0.330
H 4.192 0.177 1.540
H 4.439 -0.063 -1.366
H 5.731 0.089 -0.212
H 5.093 -1.538 -0.665
C -5.685 0.688 -2.888
C -5.535 -0.489 -3.846
C -4.029 -0.501 -4.096
O -3.420 -0.003 -2.898
C -4.420 0.567 -2.058
H -6.592 0.660 -2.287
H -5.677 1.625 -3.450
H -5.838 -1.414 -3.348
H -6.117 -0.389 -4.761
H -3.753 0.163 -4.921
H -3.648 -1.500 -4.314
H -4.564 -0.106 -1.204
H -4.062 1.522 -1.679
C 5.172 3.700 -4.077
C 5.332 3.656 -2.562
C 4.408 2.507 -2.187
O 4.410 1.599 -3.290
C 5.038 2.224 -4.421
H 6.002 4.182 -4.593
H 4.253 4.232 -4.338
H 6.364 3.406 -2.304
H 5.073 4.589 -2.063
H 3.380 2.857 -2.038
H 4.731 1.988 -1.287
H 6.015 1.759 -4.565
H 4.441 2.050 -5.311
C -0.502 -6.608 7.585
C -1.017 -5.593 6.574
C -0.382 -6.083 5.284
O -0.253 -7.503 5.406
C -0.501 -7.888 6.762
H -1.110 -6.682 8.485
H 0.518 -6.352 7.882
H -2.106 -5.660 6.504
H -0.755 -4.564 6.812
H 0.620 -5.660 5.150
H -0.980 -5.844 4.404
H -1.476 -8.385 6.801
H 0.262 -8.597 7.085
C -5.872 3.896 4.001
C -5.970 4.541 2.626
C -6.967 5.662 2.877
O -6.797 6.065 4.239
C -5.978 5.105 4.918
H -4.957 3.325 4.155
H -6.723 3.229 4.161
H -5.001 4.957 2.341
H -6.288 3.856 1.841
H -7.998 5.313 2.752
H -6.811 6.520 2.221
H -4.996 5.559 5.090
H -6.423 4.865 5.884
C 4.907 -1.751 -7.376
C 5.626 -0.992 -8.483
C 5.606 0.431 -7.948
O 5.636 0.333 -6.520
C 5.396 -1.025 -6.133
H 5.127 -2.818 -7.359
H 3.826 -1.627 -7.483
H 6.657 -1.346 -8.568
H 5.154 -1.086 -9.461
H 4.683 0.950 -8.233
H 6.456 1.023 -8.290
H 6.339 -1.447 -5.772
H 4.671 -1.047 -5.317
*
```

Atom charges from the Mulliken analysis, given in e for atoms 1 to 99: number 1, C, carries -0.8011; number 2, C, carries -0.0614; number 3, N, carries 0.2656; number 4, C, carries -0.2643; number 5, O, carries -0.5125; number 6, C, carries 0.3275; number 7, C, carries -1.0441; number 8, C, carries 0.8639; number 9, C, carries -0.1687; number 10, N, carries -0.6486; number 11, C, carries -0.5834; number 12, N, carries -0.1621; number 13, C, carries -0.2479; number 14, C, carries -0.8582; number 15, C, carries -0.3697; number 16, C, carries -1.1720; number 17, C, carries -0.5328; number 18, O, carries -0.4031; number 19, N, carries 0.1612; number 20, O, carries -0.2276; number 21, C, carries 1.1233; number 22, C, carries -0.2386; number 23, O, carries -0.5328; number 24, H, carries 0.3189; number 25, H, carries 0.1825; number 26, H, carries 0.4113; number 27, H, carries 0.9544; number 28, H, carries 0.0989; number 29, H, carries 0.2607; number 30, H, carries 0.0986; number 31, H, carries 0.2875; number 32, H, carries 0.3901; number 33, H, carries 0.3743; number 34, H, carries 0.2317; number 35, H, carries 0.3617; number 36, H, carries 0.4666; number 37, H, carries 0.3611; number 38, H, carries 0.4417; number 39, H, carries 0.1316; number 40, H, carries 0.3330; number 41, H, carries 0.4231; number 42, C, carries -0.5614; number 43, C, carries -0.5998; number 44, C, carries -0.5358; number 45, O, carries -0.3783; number 46, C, carries -0.0743; number 47, H, carries 0.3453; number 48, H, carries 0.2912; number 49, H, carries 0.2572; number 50, H, carries 0.3657; number 51, H, carries 0.3129; number 52, H, carries 0.2953; number 53, H, carries 0.1821; number 54, H, carries 0.1298; number 55, C, carries -0.5631; number 56, C, carries -0.7034; number 57, C, carries -0.2618; number 58, O, carries -0.3825; number 59, C, carries -0.1587; number 60, H, carries 0.3487; number 61, H, carries 0.2714; number 62, H, carries 0.2809; number 63, H, carries 0.3809; number 64, H, carries 0.2224; number 65, H, carries 0.1931; number 66, H, carries 0.1899; number 67, H, carries 0.1033; number 68, C, carries -0.5325; number 69, C, carries -0.4344; number 70, C, carries -0.2597; number 71, O, carries -0.4268; number 72, C, carries -0.4728; number 73, H, carries 0.3430; number 74, H, carries 0.2711; number 75, H, carries 0.2600; number 76, H, carries 0.2772; number 77, H, carries 0.2163; number 78, H, carries 0.2268; number 79, H, carries 0.2714; number 80, H, carries 0.2752; number 81, C, carries -0.2373; number 82, C, carries -0.3111; number 83, C, carries -0.5033; number 84, O, carries -0.3978; number 85, C, carries -0.4616; number 86, H, carries 0.0577; number 87, H, carries 0.2660; number 88, H, carries 0.1419; number 89, H, carries 0.3546; number 90, H, carries 0.2645; number 91, H, carries 0.2848; number 92, H, carries 0.2704; number 93, H, carries 0.2793; number 94, C, carries -0.5708; number 95, C, carries -0.5703; number 96, C, carries -0.5109; number 97, O, carries -0.2931; number 98, C, carries -0.3669; number 99, H, carries 0.3476


# 2
C21H23IN5O2S4SbW as an isolated structure in a non-equilibrium geometry, computed with the ωB97M-V functional and the def2-TZVPD basis.

## Properties
LUMO level (alpha / beta) in eV: 3.880 / 3.877
Max |F| in eV/Å: 1.290
<S²>: 2.028

```
! RIJCOSX wB97M-V def2-TZVPD def2/J DEFGRID3
* xyz -2 3
W 0.033 -0.493 -0.920
C -0.755 -4.229 1.686
C -0.834 -3.650 2.955
C -0.389 -2.368 3.147
C 0.148 -1.654 2.054
N 0.154 -2.199 0.810
C -0.292 -3.450 0.646
C 0.784 -0.389 2.132
C 1.073 0.279 3.337
C 1.975 1.304 3.366
C 2.633 1.641 2.149
C 2.228 1.033 0.996
N 1.261 0.091 0.915
H -1.119 -5.224 1.477
H -1.253 -4.205 3.787
H -0.444 -1.903 4.122
H -0.280 -3.826 -0.369
H 0.599 -0.056 4.250
H 2.208 1.815 4.291
H 3.417 2.385 2.110
H 2.698 1.311 0.062
S -2.677 -2.023 -4.723
Sb -1.982 -2.945 -2.768
S 0.360 -2.483 -2.440
S -2.316 -1.654 -0.794
S -2.380 -5.166 -2.373
C -4.275 1.983 -0.796
C -2.973 2.516 -0.182
C -3.092 2.556 1.338
C -2.689 3.920 -0.725
C -1.877 1.547 -0.578
N -1.299 0.725 0.167
H -5.103 2.667 -0.580
H -4.508 0.996 -0.393
H -4.172 1.881 -1.877
H -3.906 3.229 1.629
H -2.162 2.907 1.790
H -3.292 1.560 1.731
H -3.522 4.585 -0.474
H -2.565 3.899 -1.807
H -1.774 4.328 -0.290
C 0.671 1.699 -1.228
H 1.622 1.823 -1.759
H 0.740 2.176 -0.251
I 1.828 0.327 -4.189
C 2.940 -0.397 -2.583
C 4.314 -0.530 -2.757
C 5.055 -1.185 -1.795
C 4.393 -1.704 -0.689
C 3.041 -1.486 -0.569
N 2.316 -0.806 -1.478
H 4.772 -0.144 -3.656
H 6.123 -1.308 -1.919
H 4.912 -2.264 0.076
H 2.482 -1.857 0.277
O -0.295 2.423 -1.974
N -1.517 1.608 -2.010
O -1.038 0.383 -2.357
*
```

Charges computed using Mulliken, reported in e: number 1, W, carries 2.5361; number 2, C, carries -1.1408; number 3, C, carries -0.2661; number 4, C, carries -1.2129; number 5, C, carries 1.0418; number 6, N, carries 0.3296; number 7, C, carries -0.1083; number 8, C, carries 0.0237; number 9, C, carries -1.0473; number 10, C, carries -0.5480; number 11, C, carries -1.1051; number 12, C, carries -0.2346; number 13, N, carries 0.1806; number 14, H, carries 0.4327; number 15, H, carries 0.3871; number 16, H, carries 0.3108; number 17, H, carries 0.3073; number 18, H, carries 0.3254; number 19, H, carries 0.4064; number 20, H, carries 0.4033; number 21, H, carries 0.3296; number 22, S, carries -0.7314; number 23, Sb, carries 0.8523; number 24, S, carries -0.5424; number 25, S, carries -0.3057; number 26, S, carries -0.7551; number 27, C, carries -1.7204; number 28, C, carries 2.5070; number 29, C, carries -1.7689; number 30, C, carries -1.7994; number 31, C, carries -0.1683; number 32, N, carries -0.8341; number 33, H, carries 0.4259; number 34, H, carries 0.3441; number 35, H, carries 0.3842; number 36, H, carries 0.4330; number 37, H, carries 0.3368; number 38, H, carries 0.3089; number 39, H, carries 0.4744; number 40, H, carries 0.3821; number 41, H, carries 0.2918; number 42, C, carries -1.8036; number 43, H, carries 0.5441; number 44, H, carries 0.6849; number 45, I, carries 0.2422; number 46, C, carries -0.3036; number 47, C, carries -0.7020; number 48, C, carries -0.3237; number 49, C, carries -0.8348; number 50, C, carries 0.0514; number 51, N, carries 0.4083; number 52, H, carries 0.4071; number 53, H, carries 0.3776; number 54, H, carries 0.4439; number 55, H, carries 0.1348; number 56, O, carries -0.3529; number 57, N, carries -0.1296; number 58, O, carries -0.3101


# 3
One molecule with the formula C4H9NOS in a non-equilibrium geometry, computed with the ωB97M-V functional and the def2-TZVPD basis.

## Properties
LUMO level in eV: 0.367
Max |F| in eV/Å: 5.514
SMILES: N[C@@H](C=O)CCS

```
! RIJCOSX wB97M-V def2-TZVPD def2/J DEFGRID3
* xyz 0 1
N 1.636 -0.526 1.669
C 0.769 0.094 0.532
C 1.694 0.533 -0.626
O 1.162 1.023 -1.669
C -0.539 -0.633 -0.127
C -1.924 -0.050 -0.189
S -1.988 1.384 -1.237
H 2.607 -0.549 1.517
H 1.448 0.104 2.477
H 0.217 1.008 1.022
H 2.676 0.066 -0.636
H -0.200 -0.897 -1.129
H -0.553 -1.633 0.573
H -2.348 0.304 0.801
H -2.683 -0.960 -0.568
H -1.975 0.730 -2.410
*
```

Charges computed using Mulliken, reported in e: number 1, N, carries -0.6772; number 2, C, carries 0.4730; number 3, C, carries -0.1531; number 4, O, carries -0.4360; number 5, C, carries -0.6455; number 6, C, carries -0.6455; number 7, S, carries -0.1922; number 8, H, carries 0.2195; number 9, H, carries 0.2739; number 10, H, carries 0.2006; number 11, H, carries 0.2604; number 12, H, carries 0.2852; number 13, H, carries 0.2845; number 14, H, carries 0.3410; number 15, H, carries 0.2913; number 16, H, carries 0.1200